No. 1
Molecular formula: C9H8N2S2
Method: DFT, ωB97M-V/def2-TZVPD

Geometry as XYZ:
```
21
Properties=species:S:1:pos:R:3:forces:R:3
C 3.716697 -2.333702 0.321377 2.0 -0.4 0.3
C 2.619566 -1.878715 0.150166 -0.4 -0.7 1.1
C 1.275717 -1.441391 0.373639 -1.3 -0.2 -0.3
C 0.968123 -0.130790 0.210187 0.4 -1.3 -0.1
C -0.331778 0.463322 0.275182 -0.7 0.4 2.9
C -0.836860 1.344216 1.319748 0.2 0.1 -1.0
C -2.082206 1.711989 0.958088 0.3 0.2 1.8
N -2.409417 1.022529 -0.119242 -2.7 -0.9 -3.5
C -1.392577 0.287859 -0.542310 0.2 -0.8 -1.9
N -1.367746 -0.326461 -1.805563 0.0 -0.3 -0.4
C 2.043071 0.773899 -0.171743 2.1 -0.2 0.0
S 1.614161 2.284801 -0.982270 0.2 0.3 -0.9
S 2.459915 2.200840 0.874653 -0.1 0.1 0.6
H 4.754655 -2.641613 0.576507 -1.6 0.4 -0.6
H 0.499615 -2.216653 0.708712 1.2 1.3 -0.6
H -0.507517 1.751281 2.234402 1.3 -0.2 0.7
H -2.805814 2.018995 1.644205 -1.1 1.1 0.6
H -3.173361 1.128951 -0.789569 0.1 0.4 1.0
H -0.741181 -1.083827 -1.671850 0.9 -0.8 -0.5
H -2.161325 -0.718857 -2.326125 -0.1 0.8 1.1
H 3.001085 0.243673 -0.399730 -1.0 0.8 -0.4
```
Forces are in eV/Å.

Charge: 0
HOMO: -7.559 eV
Calculated total energy: -34109.40160 eV
Energy above the lowest of the compared OMol25 structures with the same formula, charge and spin: 56.2 kcal per mole



No. 2
Molecular formula: C9H8O6Sn
Method: DFT, ωB97M-V/def2-TZVPD

Geometry as XYZ:
```
24
Properties=species:S:1:pos:R:3:forces:R:3
O 2.363443 -1.943737 2.341750 -1.6 1.6 -4.4
C 1.986468 -1.564514 1.315339 2.9 -3.0 7.7
Sn 1.189791 -0.767999 -0.701719 -0.2 0.1 0.3
O 3.949651 -2.527638 -2.288614 -2.0 1.3 1.2
C 3.088580 -1.978147 -1.789237 3.9 -2.5 -2.3
C 0.558931 -0.076772 -2.789616 -2.6 2.9 -8.3
O 0.211071 0.284629 -3.834056 1.5 -1.6 4.5
C 2.575323 1.045861 -0.519056 5.3 7.4 0.8
O 3.251472 1.981417 -0.419675 -2.9 -4.1 -0.4
C -0.045594 -2.677965 -0.950503 -5.1 -7.5 -0.9
O -0.699208 -3.627769 -1.063584 2.9 4.2 0.5
C -1.839422 0.943153 1.822442 0.8 -0.8 0.6
C -2.177616 1.615910 0.517349 0.3 0.2 -1.2
C -1.587940 0.667522 -0.515242 0.1 -0.6 0.0
O -0.400090 0.241642 0.228548 0.5 -0.4 -0.3
C -0.367333 0.606612 1.648398 0.4 0.2 -0.4
H -1.937392 1.547143 2.701947 -0.6 0.3 0.4
H -2.354053 -0.028877 1.908066 -0.2 0.5 0.3
H -1.613474 2.556033 0.404366 -0.6 0.0 0.2
H -3.221710 1.727173 0.302617 -0.6 0.5 0.3
H -2.131746 -0.282684 -0.726192 -0.2 0.9 0.2
H -1.233079 1.080361 -1.491128 -0.5 0.1 0.9
H 0.369302 1.441567 1.693777 -0.8 -0.2 0.4
H 0.064625 -0.262922 2.204024 -0.8 0.7 -0.3
```
Forces are in eV/Å.

Charge: +2
HOMO: -14.857 eV
Calculated total energy: -27554.90761 eV



No. 3
Molecular formula: C9H9AlF3I2O7S2Ti
Method: DFT, ωB97M-V/def2-TZVPD

Geometry as XYZ:
```
34
Properties=species:S:1:pos:R:3:forces:R:3
I -1.890497 -0.151662 -3.337962 -0.7 -0.3 -0.7
I 1.258290 -2.687056 2.469022 -0.4 1.7 -1.0
Ti 0.532493 -0.691556 1.063936 -2.5 -6.1 1.7
Al -0.646880 0.285355 -1.169969 -1.7 -0.3 -1.1
S 0.839352 -1.429963 -1.075156 -0.6 0.4 0.9
C 0.658433 1.735184 -1.994452 3.1 3.5 -2.7
C -1.760584 1.943348 -0.602226 -3.2 3.9 0.9
C 2.569497 -1.329603 -1.983444 2.0 -0.1 -1.4
C 3.265637 -2.613593 -1.546309 -0.9 -0.3 0.4
C 3.375483 -0.100808 -1.588942 0.1 0.3 0.2
C 2.212783 -1.346967 -3.464915 -0.7 -0.2 0.2
C -0.219407 0.466015 2.669991 -1.5 2.5 4.0
C 2.224672 0.396182 1.376829 9.1 4.3 2.4
O -2.436468 2.861197 -0.495494 2.7 -3.5 -0.5
O 1.327315 2.477596 -2.558824 -2.8 -2.9 2.3
O -0.519735 0.960835 3.643409 1.0 -1.3 -2.3
O 3.264662 0.888583 1.644924 -6.9 -3.0 -1.7
H 4.264822 -2.637955 -2.001215 -0.1 0.1 0.0
H 2.708030 -3.495780 -1.872237 0.2 0.0 -0.1
H 3.378077 -2.657335 -0.458063 0.2 0.0 -0.1
H 3.900603 0.263425 -2.485990 -0.1 -0.1 0.3
H 4.131847 -0.360767 -0.838818 -0.2 0.1 -0.1
H 2.766147 0.726718 -1.211407 0.3 0.0 -0.1
H 3.148339 -1.344829 -4.041643 -0.2 0.0 0.1
H 1.620314 -0.474236 -3.758656 0.2 0.1 -0.1
H 1.644570 -2.246927 -3.722709 0.2 0.1 -0.1
F -4.541792 -0.242243 3.527436 1.8 -0.9 -2.4
C -3.879169 -1.119142 2.709314 -2.5 -2.3 3.1
F -2.978620 -1.783744 3.504563 -0.3 1.3 -1.7
F -4.804470 -2.047735 2.308700 2.2 2.1 -0.2
S -3.057006 -0.184207 1.195958 -2.8 0.4 2.0
O -4.159529 -0.055356 0.292669 1.6 -0.1 -0.3
O -2.498854 1.018717 1.809283 0.6 -0.7 -1.1
O -1.853457 -1.035803 0.608231 2.6 1.4 -0.7
```
Forces are in eV/Å.

Charge: +4
Expectation value of S²: 0.754
HOMO (spin up / spin down): -23.488 / -23.486 eV
Calculated total energy: -99497.10148 eV
2S+1: 2
Energy above the lowest of the compared OMol25 structures with the same formula, charge and spin: 48.9 kcal per mole



No. 4
Molecular formula: C9H9BrN4O2
Method: DFT, ωB97M-V/def2-TZVPD

Geometry as XYZ:
```
25
Properties=species:S:1:pos:R:3:forces:R:3
N -2.032832 4.474577 1.576044 0.1 0.1 0.1
N -2.047289 3.104417 1.247031 -0.3 0.2 0.1
C -0.937872 2.341370 1.432053 -0.1 0.2 0.2
O 0.038622 2.764085 2.022096 0.1 -0.1 0.0
C -1.037008 0.976618 0.883218 -0.7 -0.2 -0.5
C -2.013331 0.317328 0.174370 0.5 0.5 0.4
C -1.523930 -0.984119 -0.055134 0.6 -0.2 0.3
C -0.288035 -1.032703 0.530827 -0.7 -0.5 -0.4
C 0.742645 -2.114398 0.583344 -0.2 0.3 0.2
N 1.489863 -2.169541 -0.650652 0.5 0.1 -0.2
C 2.348338 -1.247595 -1.127715 0.3 -0.1 -0.4
C 2.756239 -1.714156 -2.359611 0.1 0.3 0.1
Br 3.968513 -0.884918 -3.535362 -0.2 -0.1 0.2
C 2.079981 -2.929300 -2.541706 0.2 0.4 0.1
N 1.317947 -3.177361 -1.497185 -0.5 -0.8 0.1
O 0.006889 0.149669 1.090167 0.4 0.2 0.3
H -1.051037 4.736812 1.686811 -0.2 -0.1 0.0
H -2.480874 4.609833 2.484143 0.2 -0.2 -0.2
H -2.790155 2.831281 0.623280 0.3 0.0 0.0
H -2.960494 0.699797 -0.147068 -0.2 0.1 0.0
H -2.013826 -1.778221 -0.579636 -0.1 -0.2 -0.1
H 0.269242 -3.090826 0.703680 0.1 0.2 0.0
H 1.423672 -1.918407 1.416730 -0.1 -0.1 -0.1
H 2.607354 -0.359416 -0.588922 0.0 0.2 0.1
H 2.127377 -3.604825 -3.370802 0.0 -0.2 -0.2
```
Forces are in eV/Å.

Charge: 0
HOMO: -9.013 eV
Calculated total energy: -89575.34490 eV



- What is the calculated total energy in the second record?
  -27554.90761 eV